Record 1
ORCA calculation (wB97M-V/def2-TZVPD) on 2 unconnected molecules or ions with the total composition C5H8BN2O4S.

Energy relative to the best compared isomer or geometry (same formula, charge and spin) = 112.8 kJ/mol
Strongest force on any atom = 5.0 eV Å⁻¹
HOMO level = -0.51579 hartree
Frontier orbital gap = 8.6 eV

```
! wB97M-V def2-TZVPD RIJCOSX def2/J DEFGRID3
* xyz 1 1
S 1.137 -2.285 -0.993
O -0.978 -0.105 0.336
O -1.601 3.738 0.121
O -0.339 -0.233 -1.876
O -1.996 1.831 1.235
N 1.662 -1.337 1.432
N 2.661 -0.164 -0.406
C -1.741 2.544 0.092
C 0.119 -2.959 -0.011
C -0.869 0.318 -0.943
C -1.358 1.761 -1.164
C 1.985 -1.044 0.299
B -1.641 0.595 1.304
H 2.110 -0.881 2.243
H -0.478 2.295 -1.699
H 3.254 0.516 -0.099
H -0.741 -3.647 -0.187
H 2.622 -0.115 -1.388
H -1.813 -0.031 2.388
H 0.158 -2.689 1.135
H -2.154 1.892 -1.818
*
```

---

Record 2
ORCA calculation (wB97M-V/def2-TZVPD) on a single C13H17N molecule.

Energy relative to the best compared isomer or geometry (same formula, charge and spin) = 268.0 kJ/mol
Strongest force on any atom = 2.4 eV Å⁻¹
HOMO level = -0.31420 hartree
Frontier orbital gap = 9.5 eV
SMILES = CC=C=CCN(C)Cc1ccccc1

```
! wB97M-V def2-TZVPD RIJCOSX def2/J DEFGRID3
* xyz 0 1
N -0.031 2.114 0.191
C -3.421 -1.007 0.000
C 0.937 1.626 -0.737
C -1.286 -0.059 0.584
C 3.194 -2.240 0.590
C -1.146 2.817 -0.449
C -2.822 -2.113 -0.542
C 3.434 -1.035 -0.338
C -0.683 -1.195 0.058
C -1.415 -2.206 -0.515
C -2.689 0.001 0.539
C 2.843 0.118 -0.185
C 2.243 1.293 -0.118
C -0.474 1.105 1.130
H -3.404 -2.879 -1.051
H 0.471 0.815 -1.350
H 0.479 0.641 1.507
H 4.094 -1.138 -1.203
H -1.809 3.221 0.335
H -4.490 -0.823 -0.113
H -3.132 0.899 0.965
H -1.096 1.545 1.948
H 2.409 -1.901 1.369
H -0.840 -3.048 -0.893
H 0.412 -1.150 0.112
H -1.710 2.165 -1.149
H -0.785 3.738 -0.941
H 2.580 2.031 0.599
H 1.168 2.475 -1.395
H 4.145 -2.659 1.053
H 2.828 -3.150 0.000
*
```

---

Record 3
ORCA calculation (wB97M-V/def2-TZVPD) on a single C2H4N2O molecule.

Energy relative to the best compared isomer or geometry (same formula, charge and spin) = 229.2 kJ/mol
Strongest force on any atom = 4.9 eV Å⁻¹
HOMO level = -0.35513 hartree
Frontier orbital gap = 10.2 eV
SMILES = [H]/N=C/NC=O

```
! wB97M-V def2-TZVPD RIJCOSX def2/J DEFGRID3
* xyz 0 1
O 1.472 -0.810 0.141
N -0.051 0.987 -0.064
N -1.238 -0.985 -0.070
C 1.187 0.303 -0.138
C -1.253 0.289 0.099
H -2.267 -0.812 -0.284
H 2.256 0.867 -0.287
H -0.258 1.937 0.396
H -2.094 0.921 0.219
*
```

---

Record 4
ORCA calculation (wB97M-V/def2-TZVPD) on a molecular structure, C19H29F4N2O2PS5Sn.

Energy relative to the best compared isomer or geometry (same formula, charge and spin) = 113.6 kJ/mol
Strongest force on any atom = 3.1 eV Å⁻¹
HOMO level = -0.29419 hartree
Frontier orbital gap = 7.3 eV

```
! wB97M-V def2-TZVPD RIJCOSX def2/J DEFGRID3
* xyz 0 1
Sn 5.976 10.296 15.752
S 9.358 8.688 18.602
S 9.145 11.512 18.748
S 9.192 7.191 17.115
S 8.662 10.197 15.971
S 8.056 4.184 16.942
P 8.546 5.603 18.168
F 4.550 8.161 11.001
F 5.853 8.679 13.450
F 7.635 12.626 11.598
F 6.419 12.143 9.217
O 7.568 6.150 19.242
O 9.841 5.320 19.037
N 5.534 12.747 16.387
N 6.588 11.399 13.951
C 6.002 12.974 17.794
C 10.144 4.070 19.640
C 8.955 10.209 17.703
C 5.473 7.187 19.997
C 5.488 4.787 19.182
C 6.546 12.872 14.098
C 6.370 11.245 10.260
C 6.885 11.515 11.529
C 3.575 13.527 14.890
C 5.982 9.534 12.370
C 5.554 10.095 10.098
C 9.007 3.681 20.621
C 5.220 12.151 18.858
C 10.539 2.995 18.655
C 4.081 13.079 16.279
C 6.471 13.421 15.501
C 6.512 10.802 12.692
C 5.327 9.255 11.194
C 5.993 6.191 18.956
H 5.686 8.139 19.535
H 3.490 12.148 16.612
H 5.844 6.521 17.931
H 8.170 3.307 20.004
H 9.450 3.001 21.299
H 2.486 13.539 15.013
H 3.866 12.824 14.093
H 5.201 9.801 9.102
H 8.593 4.533 21.169
H 3.916 14.541 14.658
H 5.799 4.156 18.377
H 9.595 2.623 18.190
H 7.422 13.217 16.022
H 4.369 4.832 19.282
H 5.754 11.311 19.210
H 5.695 13.262 13.487
H 11.076 4.409 20.211
H 11.208 3.330 17.868
H 5.807 4.475 20.179
H 4.401 7.132 20.052
H 3.886 13.910 16.925
H 7.320 13.366 13.556
H 4.237 11.829 18.455
H 5.172 12.881 19.764
H 6.327 14.509 15.471
H 11.063 2.146 19.227
H 5.855 14.037 18.018
H 5.923 7.376 20.948
H 7.094 12.688 17.850
*
```

---

Record 5
ORCA calculation (wB97M-V/def2-TZVPD) on a single C3H5N molecule.

Energy relative to the best compared isomer or geometry (same formula, charge and spin) = 151.1 kJ/mol
Strongest force on any atom = 1.6 eV Å⁻¹
HOMO level = -0.33300 hartree
Frontier orbital gap = 9.8 eV
SMILES = C=CN=C

```
! wB97M-V def2-TZVPD RIJCOSX def2/J DEFGRID3
* xyz 0 1
N -0.027 -0.341 0.918
C 0.769 -1.316 0.850
C -0.643 1.476 -0.574
C -0.549 0.187 -0.277
H -0.835 -0.524 -1.054
H 0.998 -1.953 1.691
H -0.873 1.874 -1.548
H -0.135 2.203 0.063
H 1.295 -1.606 -0.069
*
```

---

Record 6
ORCA calculation (wB97M-V/def2-TZVPD) on 2 unconnected molecules or ions with the total composition C6H16O.

Energy relative to the best compared isomer or geometry (same formula, charge and spin) = 40.5 kJ/mol
Strongest force on any atom = 2.3 eV Å⁻¹
HOMO level = -0.38927 hartree
Frontier orbital gap = 11.4 eV
SMILES = CCCCCC.O

```
! wB97M-V def2-TZVPD RIJCOSX def2/J DEFGRID3
* xyz 0 1
O 1.427 -2.593 5.150
C -2.232 -1.980 -0.939
C 1.208 1.600 -1.195
C -0.390 -0.277 -0.940
C -1.627 -0.809 -0.159
C 0.155 0.923 -0.292
C 1.558 3.009 -0.762
H -0.761 0.079 -1.921
H 0.342 -1.085 -1.131
H 1.058 -3.012 4.340
H -3.161 -2.322 -0.453
H 0.515 0.582 0.697
H 0.651 3.570 -0.482
H 0.850 1.711 -2.237
H 2.248 3.003 0.099
H -1.261 -1.025 0.863
H 2.160 1.036 -1.225
H -2.470 -1.663 -1.969
H -2.396 -0.017 -0.082
H 2.243 -3.106 5.346
H -0.640 1.674 -0.121
H 2.049 3.529 -1.602
H -1.527 -2.827 -0.986
*
```

---

Copy entry 3 word for word.
ORCA calculation (wB97M-V/def2-TZVPD) on a single C2H4N2O molecule.

Energy relative to the best compared isomer or geometry (same formula, charge and spin) = 229.2 kJ/mol
Strongest force on any atom = 4.9 eV Å⁻¹
HOMO level = -0.35513 hartree
Frontier orbital gap = 10.2 eV
SMILES = [H]/N=C/NC=O

```
! wB97M-V def2-TZVPD RIJCOSX def2/J DEFGRID3
* xyz 0 1
O 1.472 -0.810 0.141
N -0.051 0.987 -0.064
N -1.238 -0.985 -0.070
C 1.187 0.303 -0.138
C -1.253 0.289 0.099
H -2.267 -0.812 -0.284
H 2.256 0.867 -0.287
H -0.258 1.937 0.396
H -2.094 0.921 0.219
*
```

---

Q: The highest strongest force on any atom belongs to which entry?
A: C5H8BN2O4S